# 1
Here is C48H58BrClF6NNbO2PS as an isolated structure in a non-equilibrium geometry from the Open Molecules 2025 dataset. Energies are from the ωB97M-V functional and the def2-TZVPD basis.

Properties
Electronic energy (Ha): -6498.5892
LUMO energy (eV): 1.383

The geometry in ORCA input format:
```
! RIJCOSX wB97M-V def2-TZVPD def2/J DEFGRID3
* xyz -1 1
C -4.48 0.24 5.51
C -4.68 -1.40 5.37
C -5.28 -1.70 3.87
O -5.98 -0.69 3.29
O -5.19 -2.95 3.12
C -3.82 -3.13 2.53
C -3.73 -2.19 1.22
Nb -1.69 -1.52 0.52
C -2.57 -1.38 -1.63
N -1.79 -0.38 -2.46
C -0.97 -3.60 -0.06
C -1.89 -4.86 0.33
C -1.60 -6.04 -0.82
Br -1.17 -5.64 2.04
P -2.42 0.89 0.83
S -1.02 2.08 0.08
C -0.73 -1.66 2.62
Cl -1.54 -0.60 3.90
C 0.84 -1.12 2.47
C 1.54 -0.71 3.89
H -4.10 0.68 4.46
H -3.58 0.46 6.26
H -5.46 0.74 5.88
H -3.72 -2.02 5.60
H -5.50 -1.73 6.15
H -3.76 -4.31 2.33
H -3.08 -2.92 3.41
H -4.21 -2.82 0.32
H -4.41 -1.21 1.27
H -0.08 -0.89 -0.07
H -3.65 -0.93 -1.46
H -2.66 -2.45 -2.12
H -0.77 -0.35 -2.20
H -2.16 0.57 -2.18
H 0.09 -3.75 0.47
H -0.75 -3.65 -1.23
H -3.05 -4.72 0.31
H -0.50 -6.01 -1.23
H -1.79 -7.06 -0.25
H -2.43 -6.00 -1.68
H -2.66 1.33 2.17
H -3.64 1.25 0.08
H -0.63 -2.78 3.01
H 1.48 -1.85 1.80
H 0.74 -0.11 1.85
H 1.49 -1.57 4.70
H 2.68 -0.47 3.66
H 1.11 0.32 4.34
F -3.44 2.54 5.51
C -4.19 3.64 5.70
C -5.44 3.72 5.09
C -6.22 4.86 5.29
C -5.74 5.91 6.07
C -4.48 5.82 6.67
C -3.71 4.67 6.48
H -5.80 2.90 4.48
H -7.21 4.93 4.83
H -6.35 6.80 6.22
H -4.11 6.64 7.28
H -2.73 4.58 6.95
F 0.93 0.70 -2.26
C 2.01 1.48 -2.37
C 3.24 0.90 -2.67
C 4.37 1.70 -2.79
C 4.27 3.08 -2.58
C 3.03 3.65 -2.27
C 1.90 2.85 -2.17
H 3.30 -0.18 -2.82
H 5.33 1.26 -3.03
H 5.15 3.71 -2.67
H 2.96 4.73 -2.11
H 0.93 3.28 -1.93
F 6.07 0.47 -5.16
C 5.47 1.04 -6.22
C 5.71 0.53 -7.49
C 5.08 1.12 -8.59
C 4.24 2.22 -8.41
C 4.01 2.72 -7.13
C 4.63 2.13 -6.03
H 6.37 -0.32 -7.62
H 5.25 0.72 -9.59
H 3.75 2.68 -9.26
H 3.36 3.58 -6.98
H 4.46 2.50 -5.02
F 2.81 -2.01 6.66
C 2.30 -1.66 7.85
C 1.35 -2.48 8.45
C 0.82 -2.12 9.69
C 1.25 -0.94 10.31
C 2.20 -0.13 9.70
C 2.73 -0.49 8.46
H 1.02 -3.38 7.95
H 0.08 -2.75 10.17
H 0.83 -0.66 11.28
H 2.53 0.79 10.18
H 3.48 0.12 7.98
F 2.34 -7.24 -6.88
C 2.18 -7.07 -5.56
C 2.63 -8.06 -4.68
C 2.47 -7.88 -3.31
C 1.85 -6.72 -2.83
C 1.40 -5.74 -3.71
C 1.58 -5.91 -5.09
H 3.09 -8.95 -5.08
H 2.82 -8.64 -2.62
H 1.72 -6.58 -1.76
H 0.92 -4.84 -3.33
H 1.24 -5.16 -5.79
F 2.03 5.11 -5.86
C 1.90 6.03 -6.83
C 1.54 5.63 -8.11
C 1.39 6.58 -9.11
C 1.62 7.93 -8.83
C 1.98 8.32 -7.54
C 2.12 7.37 -6.53
H 1.37 4.57 -8.31
H 1.10 6.28 -10.12
H 1.51 8.68 -9.61
H 2.17 9.37 -7.32
H 2.39 7.66 -5.52
*
```


# 2
Here is C48H60AsI2N4SSc as an isolated structure from the Open Molecules 2025 dataset. Energies are from the ωB97M-V functional and the def2-TZVPD basis.

Properties
Energy above the lowest of the compared OMol25 structures with the same formula, charge and spin (eV): 0.038
Electronic energy (Ha): -6074.3107
LUMO energy (eV): -0.874

The geometry in ORCA input format:
```
! RIJCOSX wB97M-V def2-TZVPD def2/J DEFGRID3
* xyz 0 1
Sc -0.23 -0.17 0.27
C -5.06 0.29 -4.03
C -3.55 0.43 -4.31
C -2.77 0.86 -3.10
C -2.35 2.11 -2.76
C -2.58 3.40 -3.49
C -3.83 4.15 -3.02
C -1.65 1.99 -1.51
N -1.63 0.68 -1.12
C -2.32 -0.03 -2.06
C -2.55 -1.39 -2.03
C -2.13 -2.29 -1.06
C -2.44 -3.70 -1.06
C -3.24 -4.41 -2.11
C -4.76 -4.25 -1.91
C -1.89 -4.22 0.07
C -1.23 -3.13 0.75
C -0.62 -3.21 2.00
C -0.09 -2.16 2.74
N -0.01 -0.87 2.31
C 0.53 -0.14 3.34
C 0.71 1.23 3.33
C 0.33 2.13 2.33
N -0.30 1.80 1.18
C -0.47 2.94 0.46
C -1.08 3.03 -0.78
C 0.08 4.06 1.20
C 0.57 3.56 2.36
C 1.21 4.30 3.50
C 0.22 4.61 4.64
C 0.05 5.49 0.74
C -1.29 6.19 1.03
C 0.85 -1.02 4.44
C 0.46 -2.27 4.07
C 0.58 -3.55 4.84
C 1.80 -4.38 4.42
C 1.52 -0.60 5.71
C 3.03 -0.42 5.54
N -1.36 -1.98 0.03
C -1.92 -5.64 0.55
C -3.09 -5.93 1.50
H -5.58 -0.11 -4.90
H -5.50 1.25 -3.78
H -5.23 -0.38 -3.18
H -3.39 1.15 -5.11
H -3.16 -0.52 -4.66
H -2.65 3.19 -4.56
H -1.71 4.05 -3.37
H -4.72 3.53 -3.14
H -3.97 5.07 -3.59
H -3.75 4.41 -1.96
H -3.11 -1.81 -2.85
H -2.98 -5.47 -2.10
H -2.97 -4.03 -3.09
H -5.08 -4.71 -0.97
H -5.31 -4.73 -2.72
H -5.03 -3.19 -1.88
H -0.61 -4.19 2.47
H 1.18 1.66 4.21
H -1.15 4.02 -1.22
H 1.64 5.23 3.13
H 2.04 3.72 3.90
H -0.59 5.25 4.28
H 0.72 5.12 5.46
H -0.23 3.69 5.02
H 0.25 5.53 -0.33
H 0.86 6.04 1.22
H -2.12 5.67 0.54
H -1.28 7.22 0.68
H -1.50 6.19 2.11
H -0.33 -4.14 4.70
H 0.64 -3.33 5.91
H 1.76 -4.62 3.36
H 1.86 -5.31 4.99
H 2.72 -3.81 4.59
H 1.33 -1.34 6.49
H 1.08 0.34 6.07
H 3.50 -1.36 5.24
H 3.50 -0.09 6.47
H 3.25 0.32 4.76
H -0.98 -5.87 1.06
H -1.97 -6.30 -0.31
H -3.04 -5.29 2.38
H -3.08 -6.97 1.83
H -4.05 -5.74 1.01
I 2.89 -2.83 0.72
C 2.30 -4.80 0.23
I 1.32 -4.92 -1.64
H 1.61 -5.14 1.00
H 3.18 -5.42 0.20
C 1.76 0.31 -0.50
C 2.76 1.00 -0.54
C 3.96 1.81 -0.55
C 4.75 1.92 -1.69
C 5.89 2.71 -1.69
C 6.26 3.41 -0.54
C 5.47 3.31 0.60
C 4.33 2.52 0.60
H 4.47 1.37 -2.58
H 6.50 2.78 -2.58
H 7.15 4.02 -0.54
H 5.75 3.85 1.50
H 3.71 2.44 1.48
C 1.11 1.11 -3.75
As 1.48 -0.73 -4.17
C 2.02 -0.62 -6.02
C 3.10 -1.26 -3.28
S -0.09 -2.06 -3.91
H 2.02 1.70 -3.92
H 0.80 1.19 -2.72
H 0.32 1.43 -4.42
H 2.84 0.09 -6.14
H 1.16 -0.31 -6.61
H 2.33 -1.61 -6.34
H 3.95 -0.76 -3.74
H 3.17 -2.34 -3.41
H 3.03 -1.02 -2.23
*
```


# 3
Here is C48H60F32I2NO12P2 as an isolated structure in a non-equilibrium geometry from the Open Molecules 2025 dataset. Energies are from the ωB97M-V functional and the def2-TZVPD basis.

Properties
Electronic energy (Ha): -7296.3439
LUMO energy (eV): -3.655

The geometry in ORCA input format:
```
! RIJCOSX wB97M-V def2-TZVPD def2/J DEFGRID3
* xyz 1 1
C 5.71 0.50 -1.49
C 4.91 1.81 -1.35
O 3.60 1.58 -1.93
P 2.55 2.83 -1.82
O 2.43 3.45 -3.16
C 0.91 2.19 -1.30
C 0.34 1.25 -2.38
C 0.37 -0.28 -2.09
N -0.97 -0.93 -2.13
C -1.60 -1.25 -3.43
C -2.85 -0.34 -3.66
C -2.65 0.70 -4.79
C -3.52 1.92 -4.47
O -4.89 1.48 -4.37
C -5.42 1.80 -3.14
C -5.78 3.24 -2.81
O -5.62 0.92 -2.35
C -1.44 -1.16 -0.94
C -2.74 -1.86 -0.86
C -3.95 -1.22 -0.58
C -5.16 -1.90 -0.54
C -5.20 -3.27 -0.81
C -3.99 -3.92 -1.07
C -2.78 -3.25 -1.11
C -0.44 -0.58 0.08
C -0.48 -0.99 1.56
I -2.50 -1.03 2.38
C 0.33 0.03 2.42
C -0.38 1.40 2.61
I 0.59 -0.79 4.41
C 0.87 -0.87 -0.75
C 2.27 -0.51 -0.21
C 2.84 -1.46 0.90
C 3.69 -0.65 1.87
O 4.36 0.27 1.47
O 3.74 -0.96 3.18
P 1.02 -2.70 -1.16
O 0.36 -3.56 -0.11
O 3.03 3.82 -0.64
C 3.25 5.19 -1.05
C 4.70 5.47 -1.51
H 5.41 -0.14 -0.65
H 6.78 0.68 -1.38
H 5.48 0.01 -2.43
H 4.87 2.06 -0.29
H 5.42 2.58 -1.94
H 0.91 1.80 -0.28
H 0.29 3.09 -1.28
H -0.70 1.54 -2.56
H 0.86 1.41 -3.33
H 0.91 -0.75 -2.92
H -0.86 -1.04 -4.19
H -1.91 -2.29 -3.40
H -3.07 0.21 -2.74
H -3.72 -0.95 -3.88
H -3.07 0.29 -5.72
H -1.61 0.98 -4.97
H -3.23 2.39 -3.52
H -3.43 2.67 -5.27
H -6.71 3.49 -3.33
H -4.98 3.95 -3.05
H -5.98 3.28 -1.74
H -3.93 -0.15 -0.38
H -6.05 -1.32 -0.34
H -6.15 -3.79 -0.81
H -4.04 -4.99 -1.25
H -1.89 -3.83 -1.34
H -0.73 0.48 0.09
H -0.11 -1.99 1.75
H 1.29 0.27 1.96
H 0.34 2.22 2.67
H -0.96 1.43 3.53
H -1.07 1.63 1.79
H 2.97 -0.60 -1.04
H 2.36 0.50 0.20
H 2.08 -2.06 1.40
H 3.53 -2.16 0.42
H 3.03 -1.60 3.34
H 2.38 -3.07 -1.23
H 0.49 -2.96 -2.45
H 2.52 5.55 -1.78
H 3.10 5.80 -0.15
H 4.83 5.35 -2.58
H 4.91 6.50 -1.20
H 5.41 4.86 -0.95
C 2.17 -5.56 2.51
C 3.50 -5.73 1.74
C 3.71 -7.01 0.93
F 3.71 -8.11 1.70
F 4.92 -6.95 0.32
F 4.53 -5.51 2.58
F 3.52 -4.70 0.83
O 2.14 -5.84 3.91
C 1.93 -7.12 4.41
C 3.15 -7.63 5.18
F 4.25 -7.65 4.42
F 2.92 -8.90 5.60
F 1.54 -7.96 3.43
F 0.90 -7.03 5.28
H 1.95 -4.50 2.46
H 1.34 -6.04 1.99
H 2.94 -7.11 0.16
H 3.34 -7.00 6.05
C -9.16 4.00 0.19
C -8.22 2.86 0.66
C -8.17 1.57 -0.17
F -9.36 0.94 -0.21
F -7.28 0.72 0.40
F -8.47 2.59 1.95
F -6.95 3.38 0.60
O -10.43 4.15 0.83
C -11.55 3.44 0.41
C -12.06 2.49 1.49
F -11.12 1.60 1.86
F -13.12 1.79 1.01
F -11.33 2.82 -0.76
F -12.51 4.35 0.19
H -8.64 4.91 0.46
H -9.25 4.03 -0.89
H -7.85 1.77 -1.19
H -12.38 3.05 2.38
C 0.76 -4.82 7.88
C 0.04 -4.26 9.12
C 0.11 -2.76 9.39
F 1.37 -2.33 9.58
F -0.59 -2.47 10.51
F 0.44 -4.95 10.21
F -1.28 -4.54 8.94
O 2.05 -5.43 8.04
C 3.22 -4.69 8.02
C 3.98 -4.76 9.36
F 3.22 -4.31 10.37
F 5.08 -3.98 9.29
F 3.00 -3.43 7.61
F 4.01 -5.27 7.08
H 0.14 -5.65 7.55
H 0.76 -4.11 7.05
H -0.33 -2.20 8.56
H 4.27 -5.78 9.58
C 4.77 6.34 -8.19
C 5.29 7.59 -7.45
C 6.81 7.78 -7.33
F 7.40 6.79 -6.64
F 7.06 8.93 -6.68
F 4.71 7.67 -6.24
F 4.85 8.66 -8.17
O 4.33 5.22 -7.41
C 5.21 4.23 -6.98
C 5.30 4.19 -5.45
F 5.70 5.37 -4.94
F 6.21 3.26 -5.07
F 6.41 4.36 -7.57
F 4.70 3.05 -7.38
H 3.85 6.67 -8.67
H 5.43 6.03 -9.00
H 7.27 7.84 -8.32
H 4.33 3.94 -5.01
*
```


Number 3 is which compound?
C48H60F32I2NO12P2